[1]
{"formula": "C5H9P", "method": "ωB97M-V/def2-TZVPD", "spin_multiplicity": 1, "gap_ev": 9.67, "elements": ["C", "C", "C", "P", "H", "H", "H", "H", "H", "H", "H", "C", "C", "H", "H"], "xyz": [[-0.5829, -1.6166, -0.3530], [0.4013, -0.5829, 0.0342], [1.7091, -0.5931, -0.3301], [2.8505, 0.7599, 0.2893], [-0.6196, -1.6211, -1.4740], [-0.1892, -2.6235, -0.1156], [-1.6413, -1.3201, 0.0264], [-0.1643, 0.2679, 0.5605], [2.2172, -1.5258, -0.7676], [1.8329, 1.5462, 0.7403], [2.9621, 1.0805, -1.0335], [-2.4950, 1.2647, 1.0271], [-1.9040, 1.8538, 0.1733], [-3.2258, 0.6732, 1.5682], [-1.1512, 2.4369, -0.3454]], "atomic_forces_ev_per_a": [[-1.2, -0.4, -1.1], [0.4, 1.2, 0.0], [-0.4, -0.6, 1.8], [0.5, -2.5, 0.0], [-0.3, 0.0, 0.8], [-0.8, 0.3, 0.3], [1.9, -1.1, -0.5], [1.8, -1.0, -0.7], [-1.0, 1.5, 0.4], [-0.8, 1.0, -0.1], [0.3, 1.4, -0.9], [-1.6, -0.9, 0.2], [1.4, 1.0, -0.1], [0.7, 0.4, -0.1], [-0.7, -0.4, 0.0]]}

[2]
{"formula": "C5H9P", "method": "ωB97M-V/def2-TZVPD", "spin_multiplicity": 1, "gap_ev": 9.29, "elements": ["C", "C", "C", "C", "C", "P", "H", "H", "H", "H", "H", "H", "H", "H", "H"], "xyz": [[-0.9042, -1.7275, -0.1497], [-0.0046, -0.7153, 0.5276], [-0.2092, 0.6405, -0.1098], [0.9561, 1.4876, 0.1584], [2.0838, 0.5615, -0.1489], [1.8275, -1.0901, -0.0623], [-0.4070, -2.1468, -1.0751], [-1.9667, -1.5662, -0.4505], [-0.9829, -2.6828, 0.5240], [-0.1560, -0.6741, 1.5875], [-1.2152, 1.0320, 0.0986], [-0.1481, 0.5130, -1.1630], [1.1103, 1.9520, 1.1073], [0.7115, 2.3223, -0.4366], [3.0197, 1.0785, -0.1034]], "atomic_forces_ev_per_a": [[-0.3, -3.9, 0.2], [0.0, -0.2, -2.5], [-1.8, -0.9, 1.4], [-0.1, -0.1, 0.1], [0.6, 0.5, 0.7], [-0.8, 1.1, 1.1], [-0.6, 0.6, 0.7], [0.8, 0.8, 0.5], [0.2, 1.5, -1.1], [0.3, -0.1, 0.7], [0.3, 0.2, 0.2], [-0.4, -0.4, -1.2], [-0.2, -0.1, 1.3], [1.1, 1.4, -1.4], [0.9, -0.3, -0.8]]}

For the records above, the corresponding highest occupied orbital energy values read -8.571; -8.855 eV.
For the records above, the corresponding E values read -14615.2202; -14617.7264 eV.
For the records above, the corresponding energy relative to the best compared isomer or geometry (same formula, charge and spin) values read 299.05; 57.24 kJ/mol.